[1]
Here is 3 unconnected molecules or ions with the total composition C5H8O from the Open Molecules 2025 dataset. Energies are from ωB97M-V/def2-TZVPD.

Results
Largest force on an atom (hartree/bohr): 0.11446
Energy above the lowest of the compared OMol25 structures with the same formula, charge and spin (kcal/mol): 150.2
E_tot (hartree): -270.3185

Positions of all 14 atoms, in Å:
H: 2.3213 2.8370 -0.7030
C: 2.1435 1.3696 -0.3771
C: 0.0168 0.1455 0.2397
O: -1.1260 -0.0458 0.8745
H: -2.8522 -0.9653 1.3767
H: -2.3099 -2.9922 -0.5538
H: 0.5462 -0.6245 -0.2007
C: 0.7485 1.3385 0.2140
H: 0.2134 2.1220 0.8607
C: -1.9654 -1.0950 0.5149
H: 2.4514 0.5566 -1.2575
H: 2.9443 1.0249 0.8232
H: -1.2185 -1.7146 -1.3576
C: -1.9133 -1.9568 -0.4541

Need the Mulliken charges? In units of e they are:
1. H 0.235
2. C -0.825
3. C -0.193
4. O -0.312
5. H 0.241
6. H 0.253
7. H 0.415
8. C -0.263
9. H 0.275
10. C 0.101
11. H 0.292
12. H 0.176
13. H 0.237
14. C -0.631



[2]
Here is C5H8O in the gas phase from the Open Molecules 2025 dataset. Energies are from ωB97M-V/def2-TZVPD.

Results
SMILES string: C[C@H]1C[C@H]1C=O
Largest force on an atom (hartree/bohr): 0.03480
Energy above the lowest of the compared OMol25 structures with the same formula, charge and spin (kcal/mol): 69.6
E_tot (hartree): -270.4469

Positions of all 14 atoms, in Å:
H: -0.0064 -1.6683 0.1745
H: 1.6680 0.3494 -1.3377
H: 1.2433 1.9136 0.6697
C: 0.1119 -1.0342 -0.6974
H: -2.2088 0.5362 1.2782
C: 0.9479 0.1638 -0.5046
C: -1.9497 -0.1908 0.4388
H: 2.4327 0.6610 1.0112
C: 1.3766 0.8258 0.7711
O: -2.5241 -1.2504 0.3251
H: 0.7529 0.4796 1.5982
H: 0.2660 -1.5660 -1.6303
H: -1.2478 0.6965 -1.4572
C: -0.8625 0.0838 -0.6397

Need the Mulliken charges? In units of e they are:
1. H 0.230
2. H 0.348
3. H 0.262
4. C -0.541
5. H 0.328
6. C 0.064
7. C -0.152
8. H 0.364
9. C -1.135
10. O -0.432
11. H 0.275
12. H 0.287
13. H 0.366
14. C -0.264



[3]
Here is C5H8O in the gas phase from the Open Molecules 2025 dataset. Energies are from ωB97M-V/def2-TZVPD.

Results
SMILES string: CC(C)=C=CO
Largest force on an atom (hartree/bohr): 0.00689
Energy above the lowest of the compared OMol25 structures with the same formula, charge and spin (kcal/mol): 42.1
E_tot (hartree): -270.4908

Positions of all 14 atoms, in Å:
H: -1.0643 -0.8518 -1.7500
C: -0.6922 0.3198 0.5377
H: -2.2863 1.3178 1.5072
H: 2.3463 -0.3542 -0.0957
H: 2.0463 1.2077 -0.8636
H: -1.3502 -1.2371 2.2629
O: -1.9548 -0.4913 2.3809
H: 0.2675 0.0597 -2.4983
C: -0.0098 -0.5814 -1.6522
C: -1.6438 0.4445 1.4267
C: 0.2621 0.1116 -0.3378
C: 1.6913 0.5265 -0.0800
H: 1.7945 1.0235 0.8878
H: 0.5933 -1.4954 -1.7256

Need the Mulliken charges? In units of e they are:
1. H 0.325
2. C -0.332
3. H 0.320
4. H 0.319
5. H 0.325
6. H 0.303
7. O -0.507
8. H 0.324
9. C -1.189
10. C -0.136
11. C 0.791
12. C -1.193
13. H 0.327
14. H 0.322



[4]
Here is C5H8O in the gas phase from the Open Molecules 2025 dataset. Energies are from ωB97M-V/def2-TZVPD.

Results
SMILES string: C[C@]12CC[C@H]1O2
Largest force on an atom (hartree/bohr): 0.05974
Energy above the lowest of the compared OMol25 structures with the same formula, charge and spin (kcal/mol): 94.1
E_tot (hartree): -270.4080

Positions of all 14 atoms, in Å:
C: 0.5607 -0.6674 0.8385
C: 1.7434 -0.0771 -0.3935
H: 0.3758 1.2443 -1.7976
H: -2.2210 0.9194 -0.5842
H: -2.3542 -0.3076 0.7041
H: -1.6162 1.2739 1.0590
C: -1.7383 0.4970 0.2968
H: 0.5459 -1.7346 1.0248
H: 2.3021 -0.8273 -0.9524
O: -0.3073 -0.7142 -1.3487
C: 0.5259 0.4359 -1.0870
H: 1.9754 0.1253 0.6365
C: -0.4276 -0.0594 -0.1006
H: 0.5789 -0.1338 1.8225

Need the Mulliken charges? In units of e they are:
1. C -0.646
2. C -0.847
3. H 0.452
4. H 0.344
5. H 0.314
6. H 0.305
7. C -1.305
8. H 0.319
9. H 0.208
10. O -0.502
11. C -0.231
12. H 0.440
13. C 0.831
14. H 0.320



[5]
Here is C5H8O in the gas phase from the Open Molecules 2025 dataset. Energies are from ωB97M-V/def2-TZVPD.

Results
SMILES string: C[C@]1(O)C=CC1
Largest force on an atom (hartree/bohr): 0.06444
Energy above the lowest of the compared OMol25 structures with the same formula, charge and spin (kcal/mol): 62.5
E_tot (hartree): -270.4583

Positions of all 14 atoms, in Å:
H: -2.8652 -0.1815 -0.2558
H: -0.8998 -1.2318 1.7054
C: -0.9532 -0.4886 -1.0765
O: 1.0544 -1.7298 -0.0278
H: 2.1078 0.4420 -0.3698
C: -1.8579 -0.2568 -0.1446
H: -0.7564 0.4780 1.6615
H: -0.9431 -0.2501 -2.2130
H: 0.8506 1.5593 0.3697
C: 1.1135 0.7573 -0.3446
H: 0.7807 1.0369 -1.3912
C: 0.2702 -0.4811 -0.1055
C: -0.9116 -0.3419 1.0397
H: 1.1290 -2.0968 -0.9223

Need the Mulliken charges? In units of e they are:
1. H 0.516
2. H 0.268
3. C -0.901
4. O -0.591
5. H 0.436
6. C -0.222
7. H 0.332
8. H 0.357
9. H 0.276
10. C -1.328
11. H 0.233
12. C 1.486
13. C -1.193
14. H 0.334



[6]
Here is C5H8O in the gas phase from the Open Molecules 2025 dataset. Energies are from ωB97M-V/def2-TZVPD.

Results
SMILES string: CC1CC(=O)C1
Largest force on an atom (hartree/bohr): 0.06093
Energy above the lowest of the compared OMol25 structures with the same formula, charge and spin (kcal/mol): 47.8
E_tot (hartree): -270.4816

Positions of all 14 atoms, in Å:
H: -0.8394 -1.7223 1.3665
H: 0.8031 0.6949 1.3369
H: 2.4583 -0.3788 0.3914
C: -0.5597 -1.0976 0.5062
O: -2.8336 -0.7390 -0.5273
C: -1.7256 -0.3985 -0.1993
H: -0.5413 0.9988 -1.3229
H: 1.5574 -0.1356 -1.1447
H: -1.5026 1.8197 -0.0670
H: 2.2122 1.2500 -0.2117
C: 0.2220 0.2678 0.5507
H: -0.0318 -1.7203 -0.2228
C: -0.9343 0.9091 -0.3056
C: 1.7154 0.2518 -0.1504

Need the Mulliken charges? In units of e they are:
1. H 0.326
2. H 0.369
3. H 0.327
4. C -0.515
5. O -0.558
6. C 0.364
7. H 0.231
8. H 0.405
9. H 0.325
10. H 0.329
11. C 0.057
12. H 0.235
13. C -0.517
14. C -1.379



[7]
Here is a molecular structure, C5H8O from the Open Molecules 2025 dataset. Energies are from ωB97M-V/def2-TZVPD.

Results
Largest force on an atom (hartree/bohr): 0.00748
Energy above the lowest of the compared OMol25 structures with the same formula, charge and spin (kcal/mol): 117.1
E_tot (hartree): -270.3714

Positions of all 14 atoms, in Å:
C: 0.8713 -0.1746 0.8419
H: 1.2435 1.5289 -0.8436
H: -1.8177 0.3691 0.8938
O: -0.0167 -2.4018 0.5455
H: -0.1378 1.1403 -2.1610
C: -0.3910 -1.2347 0.6417
H: 1.6564 -0.2911 -1.2159
C: 1.0185 0.2661 -0.5323
C: 0.0027 1.0623 -1.0866
H: 0.5268 0.6049 1.5265
C: -1.6047 -0.5978 0.4500
H: -0.6325 1.6436 -0.4316
H: 1.7306 -0.7139 1.2364
H: -2.4494 -1.2014 0.1350

Need the Mulliken charges? In units of e they are:
1. C -0.692
2. H 0.196
3. H 0.297
4. O -0.620
5. H 0.298
6. C 0.799
7. H 0.355
8. C -0.035
9. C -0.558
10. H 0.312
11. C -1.225
12. H 0.264
13. H 0.322
14. H 0.288



[8]
Here is C5H8O in the gas phase from the Open Molecules 2025 dataset. Energies are from ωB97M-V/def2-TZVPD.

Results
SMILES string: C=C=CCCO
Largest force on an atom (hartree/bohr): 0.03623
Energy above the lowest of the compared OMol25 structures with the same formula, charge and spin (kcal/mol): 58.6
E_tot (hartree): -270.4645

Positions of all 14 atoms, in Å:
H: -2.9444 -0.3588 -0.0583
H: -0.8072 -1.5577 -0.5121
H: 0.8412 -0.0656 1.3029
C: 2.8964 0.0776 -0.7398
C: 1.6842 -0.0205 -0.3160
C: -2.0259 -0.0767 0.4717
O: -2.0936 1.3166 0.6641
H: 3.2232 0.9413 -1.2546
H: 3.5894 -0.6839 -0.6094
C: -0.7921 -0.4785 -0.3320
H: -1.2305 1.5960 0.9847
C: 0.5368 -0.0789 0.2794
H: -2.0287 -0.6102 1.4324
H: -0.8488 -0.0007 -1.3130

Need the Mulliken charges? In units of e they are:
1. H 0.309
2. H 0.290
3. H 0.372
4. C -0.882
5. C -0.049
6. C -0.493
7. O -0.507
8. H 0.253
9. H 0.274
10. C -0.172
11. H 0.321
12. C -0.263
13. H 0.268
14. H 0.280



[9]
Here is C5H8O in the gas phase from the Open Molecules 2025 dataset. Energies are from ωB97M-V/def2-TZVPD.

Results
Largest force on an atom (hartree/bohr): 0.00819
Energy above the lowest of the compared OMol25 structures with the same formula, charge and spin (kcal/mol): 93.5
E_tot (hartree): -270.4089

Positions of all 14 atoms, in Å:
C: 1.3592 -0.5124 0.0548
C: -1.3525 0.4211 0.0025
H: 1.8552 1.6390 0.0082
H: 2.1883 -0.8136 0.7028
C: -0.3152 1.5086 -0.0119
H: 0.7661 1.2191 1.3097
C: 1.0163 0.9711 0.2396
H: -1.6483 -1.7407 -0.0946
O: 0.2726 -1.3470 0.3792
H: 1.6795 -0.6874 -0.9884
C: -0.8877 -0.9954 -0.3460
H: -2.1697 0.7452 -0.6517
H: -1.7899 0.4399 1.0154
H: -0.6939 -1.0693 -1.4298

Need the Mulliken charges? In units of e they are:
1. C -0.454
2. C -0.314
3. H 0.416
4. H 0.293
5. C -0.664
6. H 0.229
7. C -0.239
8. H 0.288
9. O -0.363
10. H 0.313
11. C -0.465
12. H 0.352
13. H 0.284
14. H 0.325



[10]
Here is C5H8O in the gas phase from the Open Molecules 2025 dataset. Energies are from ωB97M-V/def2-TZVPD.

Results
SMILES string: C#C[C@@H](C)CO
Largest force on an atom (hartree/bohr): 0.00994
Energy above the lowest of the compared OMol25 structures with the same formula, charge and spin (kcal/mol): 51.1
E_tot (hartree): -270.4765

Positions of all 14 atoms, in Å:
H: -0.2590 -2.3918 -0.5533
C: -0.2763 -0.1897 -0.4614
C: 2.3146 0.4276 -0.7404
H: 0.7582 1.8468 0.6486
H: -1.6744 -1.6988 0.2487
H: -0.1045 -1.7151 1.0663
H: -0.7502 -0.1053 -1.4458
H: -1.8998 1.1375 0.1251
O: -0.1746 2.0917 0.5434
C: 1.1662 0.0775 -0.6141
H: -0.9837 0.4457 1.4751
C: -0.5935 -1.5818 0.0985
C: -0.8923 0.8888 0.4758
H: 3.3182 0.7864 -0.8494

Need the Mulliken charges? In units of e they are:
1. H 0.369
2. C 0.682
3. C 0.205
4. H 0.278
5. H 0.346
6. H 0.371
7. H 0.204
8. H 0.303
9. O -0.505
10. C -0.943
11. H 0.298
12. C -1.413
13. C -0.611
14. H 0.414



[11]
Here is C5H8O in the gas phase from the Open Molecules 2025 dataset. Energies are from ωB97M-V/def2-TZVPD.

Results
SMILES string: C=CC1(O)CC1
Largest force on an atom (hartree/bohr): 0.07087
Energy above the lowest of the compared OMol25 structures with the same formula, charge and spin (kcal/mol): 69.2
E_tot (hartree): -270.4476

Positions of all 14 atoms, in Å:
C: -1.0834 0.3422 -0.3466
H: 0.1856 0.6592 2.0844
H: -2.8759 0.3855 -1.2208
C: 0.2347 -0.2422 -0.0756
C: 1.4508 0.6858 0.0594
O: 0.2816 -1.5066 -0.6807
H: 0.7040 -2.0037 0.0105
H: -1.1520 1.1151 0.3269
C: -1.9761 -0.0643 -1.2349
H: 2.5505 0.2228 -0.1147
H: 1.4114 1.7638 -0.1064
C: 0.8025 0.1002 1.2774
H: -1.7849 -0.8404 -1.8426
H: 1.2511 -0.6176 1.8639

Need the Mulliken charges? In units of e they are:
1. C -0.317
2. H 0.193
3. H 0.309
4. C 0.791
5. C -0.506
6. O -0.541
7. H 0.315
8. H 0.335
9. C -0.947
10. H 0.200
11. H 0.274
12. C -0.772
13. H 0.361
14. H 0.305



[12]
Here is C5H8O in the gas phase from the Open Molecules 2025 dataset. Energies are from ωB97M-V/def2-TZVPD.

Results
Largest force on an atom (hartree/bohr): 0.00820
Energy above the lowest of the compared OMol25 structures with the same formula, charge and spin (kcal/mol): 120.0
E_tot (hartree): -270.3666

Positions of all 14 atoms, in Å:
H: -1.0452 -1.2354 -1.3018
C: 0.5169 -0.5751 -0.0393
C: -1.7980 -0.0428 0.3485
O: 0.1946 1.1130 1.1070
H: 1.5890 -0.5855 -1.8542
C: -0.8063 -1.1177 -0.2402
H: -0.9832 -2.0581 0.2860
H: 0.4610 1.0125 2.0368
H: 0.4899 0.7907 -1.6704
C: -1.2435 0.9516 1.0102
C: 1.2063 0.1575 -1.1395
H: -1.7613 1.7817 1.4808
H: 2.0400 0.7678 -0.7889
H: 1.1397 -0.9601 0.7651

Need the Mulliken charges? In units of e they are:
1. H 0.263
2. C 0.221
3. C -0.798
4. O -0.474
5. H 0.348
6. C -0.264
7. H 0.319
8. H 0.338
9. H 0.340
10. C -0.161
11. C -1.183
12. H 0.400
13. H 0.322
14. H 0.328



- Number 7 is which compound?
  C5H8O